(1)
Computed, not measured: a molecular structure, C29H37AsCl2CrN3O6S, with ωB97M-V/def2-TZVPD.

Properties
**2S+1**: 5
**Energy**: -6342.0217 Eh
**LUMO (alpha / beta)**: 2.229 / 2.165 eV
**Charge**: -1
**Strongest force on any atom**: 0.53 eV/A
**Energy relative to the best compared isomer or geometry (same formula, charge and spin)**: 0.0 kcal/mol

Atoms and positions in Å:
Cr 0.19 0.85 0.18
O -2.59 3.38 1.66
C -1.92 2.53 1.10
O -0.74 2.13 1.40
C -2.52 1.82 -0.12
C -3.87 1.88 -0.44
C -4.31 1.15 -1.52
C -3.40 0.41 -2.28
C -2.07 0.42 -1.90
N -1.66 1.10 -0.84
H -4.51 2.48 0.19
H -5.36 1.15 -1.79
H -3.72 -0.17 -3.13
H -1.31 -0.14 -2.43
Cl 5.75 -3.80 0.82
C 4.55 -2.53 0.94
C 4.53 -1.73 2.07
C 3.55 -0.74 2.15
Cl 3.53 0.27 3.58
C 2.58 -0.52 1.18
O 1.67 0.41 1.33
C 2.63 -1.37 0.00
C 1.75 -1.24 -1.08
O 0.70 -0.45 -1.16
C 3.63 -2.37 -0.07
H 5.25 -1.85 2.86
H 1.95 -1.85 -1.96
H 3.67 -3.02 -0.94
C 0.45 3.65 -2.64
C 1.06 2.34 -2.15
C 2.52 2.20 -2.57
O 0.97 2.27 -0.76
H 0.47 3.71 -3.73
H 1.01 4.49 -2.23
H -0.58 3.73 -2.30
H 0.51 1.51 -2.62
H 3.11 3.01 -2.13
H 2.63 2.24 -3.66
H 2.92 1.25 -2.21
C -0.01 -4.26 -1.69
C -0.82 -4.59 -0.45
N -2.25 -4.34 -0.60
C -2.95 -5.14 -1.59
C -3.29 -4.34 -2.84
C -3.01 -3.63 0.28
O -4.23 -3.76 0.35
C -2.34 -2.58 1.12
C -2.83 -2.29 2.39
C -2.27 -1.25 3.10
C -1.27 -0.49 2.51
N -0.85 -0.73 1.27
C -1.35 -1.77 0.60
H 1.05 -4.34 -1.47
H -0.20 -3.24 -2.03
H -0.24 -4.95 -2.51
H -0.45 -4.01 0.39
H -0.68 -5.64 -0.18
H -3.87 -5.51 -1.14
H -2.33 -6.00 -1.84
H -3.99 -3.54 -2.59
H -3.76 -4.98 -3.59
H -2.40 -3.88 -3.27
H -3.63 -2.89 2.80
H -2.60 -1.00 4.10
H -0.80 0.35 3.01
H -0.94 -1.92 -0.39
C 2.77 5.51 3.34
As 1.79 3.97 2.67
C 3.14 3.22 1.53
C 0.55 4.82 1.45
S 1.02 3.02 4.37
H 3.12 6.14 2.52
H 3.63 5.15 3.91
H 2.12 6.07 4.00
H 3.51 4.06 0.94
H 2.73 2.46 0.88
H 3.93 2.81 2.16
H 0.93 5.83 1.25
H -0.43 4.86 1.92
H 0.51 4.23 0.54



(2)
Computed, not measured: a molecular structure, C29H37BBaN10O3, with ωB97M-V/def2-TZVPD.

Properties
**Energy**: -1951.1183 Eh
**LUMO**: 0.079 eV
**Charge**: 0
**Strongest force on any atom**: 0.30 eV/A
**Energy relative to the best compared isomer or geometry (same formula, charge and spin)**: 0.0 kcal/mol

Atoms and positions in Å:
Ba -0.43 -0.14 -0.01
C 0.39 4.47 1.80
C 0.38 3.49 0.81
N -0.07 2.33 1.29
N -0.34 2.54 2.59
C -0.07 3.82 2.92
B -0.89 1.45 3.53
N -2.29 0.97 3.07
C -3.44 1.10 3.76
C -4.47 0.60 2.99
C -3.83 0.19 1.81
N -2.52 0.41 1.87
N 0.09 0.26 3.64
C 0.84 -0.06 4.71
C 1.59 -1.17 4.40
C 1.22 -1.48 3.09
N 0.32 -0.61 2.64
H 0.71 5.50 1.72
H 0.67 3.57 -0.23
H -0.22 4.16 3.93
H -1.01 1.94 4.63
H -3.44 1.53 4.74
H -5.51 0.55 3.24
H -4.26 -0.26 0.93
H 0.77 0.53 5.61
H 2.29 -1.69 5.03
H 1.55 -2.28 2.45
C 1.07 -3.99 -3.39
N 1.00 -2.54 -3.51
C 2.24 -1.88 -3.85
C -0.02 -1.84 -2.99
O -0.02 -0.61 -2.88
C -1.25 -2.62 -2.54
O -2.18 -1.76 -1.93
C -2.97 -1.03 -2.85
C -3.31 0.32 -2.24
O -2.64 0.78 -1.32
N -4.37 0.98 -2.75
C -5.12 0.53 -3.90
C -4.76 2.26 -2.17
H 1.73 -4.37 -4.17
H 0.10 -4.46 -3.53
H 1.47 -4.28 -2.41
H 2.53 -2.13 -4.87
H 3.03 -2.20 -3.17
H 2.11 -0.80 -3.76
H -0.96 -3.35 -1.79
H -1.70 -3.15 -3.39
H -3.87 -1.60 -3.08
H -2.42 -0.83 -3.77
H -4.52 -0.09 -4.56
H -5.44 1.40 -4.48
H -6.02 -0.03 -3.61
H -4.31 2.35 -1.19
H -5.84 2.29 -2.08
H -4.43 3.09 -2.80
C 3.29 0.83 -0.92
N 2.40 -0.27 -0.65
C 2.91 -1.44 -0.54
C 2.18 -2.64 -0.24
C 2.74 -3.90 -0.04
C 1.68 -4.75 0.28
C 0.53 -3.95 0.26
N 0.82 -2.67 -0.06
C 3.45 1.76 0.27
C 3.13 1.36 1.56
C 3.29 2.23 2.63
C 3.79 3.50 2.42
C 4.12 3.91 1.14
C 3.94 3.05 0.07
H 2.88 1.41 -1.75
H 4.28 0.48 -1.24
H 3.99 -1.58 -0.68
H 3.79 -4.15 -0.11
H 1.73 -5.80 0.52
H -0.48 -4.25 0.48
H 2.73 0.37 1.73
H 3.01 1.90 3.62
H 3.91 4.19 3.26
H 4.50 4.91 0.97
H 4.19 3.38 -0.93



(3)
Computed, not measured: 3 unconnected molecules or ions with the total composition C29H37BF2N2O16P, with ωB97M-V/def2-TZVPD.

Properties
**Energy**: -3006.5616 Eh
**LUMO**: -0.171 eV
**Charge**: -1
**Strongest force on any atom**: 4.70 eV/A

Atoms and positions in Å:
C 5.44 -3.27 1.80
C 4.71 -2.30 1.81
C 3.89 -0.99 2.06
B 3.00 -0.64 0.69
N 2.75 -2.06 0.11
O 3.71 0.30 -0.23
C 3.11 1.61 -0.37
C 3.92 2.42 0.75
C 5.37 2.86 0.32
C 6.44 1.67 0.28
C 6.90 1.25 -1.17
O 7.04 2.32 -2.11
N 3.51 2.16 -1.69
C 3.43 1.26 -2.81
O 4.18 0.40 -3.10
F 2.35 1.46 -3.68
C 3.04 3.47 -1.97
O 2.46 4.22 -1.26
F 3.37 3.95 -3.25
C 1.60 1.23 -0.01
C 0.71 2.21 0.89
C -0.22 3.24 0.10
C -1.78 2.93 0.16
C -2.35 2.82 -1.34
C -3.49 1.70 -1.48
O -3.24 1.01 -2.71
C -3.22 -0.42 -2.56
P 0.40 0.59 -1.32
O -0.93 -0.08 -0.47
O 1.00 -0.71 -2.21
O 1.72 0.08 0.88
H 6.37 -3.88 1.80
H 3.18 -1.17 2.91
H 4.66 -0.19 2.27
H 1.76 -2.09 -0.17
H 3.31 -2.18 -0.75
H 4.00 1.87 1.73
H 3.35 3.38 0.98
H 5.40 3.50 -0.61
H 5.74 3.55 1.15
H 7.35 2.01 0.85
H 6.01 0.78 0.83
H 7.93 0.79 -1.06
H 6.23 0.41 -1.52
H 6.19 2.49 -2.57
H 1.35 2.81 1.61
H 0.03 1.60 1.56
H 0.05 3.40 -0.98
H -0.08 4.25 0.60
H -2.04 2.01 0.77
H -2.34 3.79 0.65
H -1.55 2.53 -2.08
H -2.75 3.82 -1.68
H -3.45 1.05 -0.56
H -4.46 2.26 -1.61
H -2.16 -0.77 -2.74
H -3.65 -0.80 -1.60
H -3.83 -0.87 -3.40
H -0.75 -0.10 0.49
H 1.93 -0.92 -2.00
C -3.08 -5.78 -1.43
C -2.74 -4.61 -2.00
C -3.62 -3.98 -3.04
O -3.29 -2.92 -3.53
C -4.84 -4.68 -3.43
C -5.17 -5.84 -2.85
C -4.31 -6.46 -1.80
O -4.66 -7.51 -1.29
O -6.29 -6.51 -3.20
O -1.61 -3.97 -1.67
H -2.46 -6.24 -0.67
H -5.46 -4.22 -4.19
H -6.30 -7.31 -2.64
H -1.60 -3.16 -2.22
C -4.13 0.17 5.90
C -3.09 0.07 5.07
C -3.26 0.26 3.59
O -2.28 0.18 2.87
C -4.60 0.55 3.08
C -5.63 0.65 3.92
C -5.46 0.48 5.40
O -6.43 0.60 6.13
O -6.88 0.90 3.47
O -1.85 -0.21 5.51
H -4.02 0.04 6.97
H -4.71 0.67 2.02
H -7.44 0.93 4.27
H -1.28 -0.23 4.72



Copy entry 2 word for word.
Computed, not measured: a molecular structure, C29H37BBaN10O3, with ωB97M-V/def2-TZVPD.

Properties
**Energy**: -1951.1183 Eh
**LUMO**: 0.079 eV
**Charge**: 0
**Strongest force on any atom**: 0.30 eV/A
**Energy relative to the best compared isomer or geometry (same formula, charge and spin)**: 0.0 kcal/mol

Atoms and positions in Å:
Ba -0.43 -0.14 -0.01
C 0.39 4.47 1.80
C 0.38 3.49 0.81
N -0.07 2.33 1.29
N -0.34 2.54 2.59
C -0.07 3.82 2.92
B -0.89 1.45 3.53
N -2.29 0.97 3.07
C -3.44 1.10 3.76
C -4.47 0.60 2.99
C -3.83 0.19 1.81
N -2.52 0.41 1.87
N 0.09 0.26 3.64
C 0.84 -0.06 4.71
C 1.59 -1.17 4.40
C 1.22 -1.48 3.09
N 0.32 -0.61 2.64
H 0.71 5.50 1.72
H 0.67 3.57 -0.23
H -0.22 4.16 3.93
H -1.01 1.94 4.63
H -3.44 1.53 4.74
H -5.51 0.55 3.24
H -4.26 -0.26 0.93
H 0.77 0.53 5.61
H 2.29 -1.69 5.03
H 1.55 -2.28 2.45
C 1.07 -3.99 -3.39
N 1.00 -2.54 -3.51
C 2.24 -1.88 -3.85
C -0.02 -1.84 -2.99
O -0.02 -0.61 -2.88
C -1.25 -2.62 -2.54
O -2.18 -1.76 -1.93
C -2.97 -1.03 -2.85
C -3.31 0.32 -2.24
O -2.64 0.78 -1.32
N -4.37 0.98 -2.75
C -5.12 0.53 -3.90
C -4.76 2.26 -2.17
H 1.73 -4.37 -4.17
H 0.10 -4.46 -3.53
H 1.47 -4.28 -2.41
H 2.53 -2.13 -4.87
H 3.03 -2.20 -3.17
H 2.11 -0.80 -3.76
H -0.96 -3.35 -1.79
H -1.70 -3.15 -3.39
H -3.87 -1.60 -3.08
H -2.42 -0.83 -3.77
H -4.52 -0.09 -4.56
H -5.44 1.40 -4.48
H -6.02 -0.03 -3.61
H -4.31 2.35 -1.19
H -5.84 2.29 -2.08
H -4.43 3.09 -2.80
C 3.29 0.83 -0.92
N 2.40 -0.27 -0.65
C 2.91 -1.44 -0.54
C 2.18 -2.64 -0.24
C 2.74 -3.90 -0.04
C 1.68 -4.75 0.28
C 0.53 -3.95 0.26
N 0.82 -2.67 -0.06
C 3.45 1.76 0.27
C 3.13 1.36 1.56
C 3.29 2.23 2.63
C 3.79 3.50 2.42
C 4.12 3.91 1.14
C 3.94 3.05 0.07
H 2.88 1.41 -1.75
H 4.28 0.48 -1.24
H 3.99 -1.58 -0.68
H 3.79 -4.15 -0.11
H 1.73 -5.80 0.52
H -0.48 -4.25 0.48
H 2.73 0.37 1.73
H 3.01 1.90 3.62
H 3.91 4.19 3.26
H 4.50 4.91 0.97
H 4.19 3.38 -0.93



Question: energy of number 2 (C29H37BBaN10O3)?
Answer: -1951.1183 Eh



Question: Among the records above, which one has the highest charge?
Answer: C29H37BBaN10O3